2 unconnected molecules or ions with the total composition C5H3FN3O2 in a non-equilibrium geometry, computed with ωB97M-V/def2-TZVPD.

**Maximum force**: 0.0895 hartree/bohr
**Charge**: -1
**Energy above the lowest of the compared OMol25 structures with the same formula, charge and spin**: 0.0 kJ/mol
**Multiplicity**: 1
**LUMO level**: 3.760 eV
**Total energy**: -16515.8130 eV

The geometry in XYZ format:
```
14
Properties=species:S:1:pos:R:3:forces:R:3:nbo_charge:R:1
C 0.2777 0.0922 -0.2087 -4.0 -0.7 2.2 -0.474
C -0.5412 0.9872 0.5330 -0.6 0.7 0.6 0.066
C -0.2104 -1.2261 -0.2280 0.1 2.5 -0.2 0.107
C -2.2254 -0.5348 0.7056 1.9 0.5 0.3 0.434
C -4.6200 0.8951 -0.5264 -0.2 0.1 0.1 1.048
N -1.7071 0.7134 1.1002 0.0 -1.0 -1.0 -0.511
N -1.4401 -1.4638 0.1494 0.7 -2.8 -0.5 -0.562
N -3.4595 -0.7187 1.0131 -2.6 0.3 0.6 -0.225
O -4.6888 1.7973 0.1805 0.0 1.2 1.1 -0.540
O -4.6798 0.1195 -1.3695 0.0 -1.3 -1.3 -0.544
F -4.0231 -1.9707 0.5357 1.0 0.4 0.1 -0.323
H 1.1442 0.3264 -0.6317 3.6 1.2 -1.5 0.188
H -0.3463 2.0494 0.7924 1.0 -0.7 -0.6 0.175
H 0.5229 -1.9510 -0.6080 -0.9 -0.6 0.1 0.161
```
Forces are in eV/Å.